15
Properties=species:S:1:pos:R:3:mulliken_charge:R:1 method="wB97M-V/def2-TZVPD" total_charge=0 spin_multiplicity=3 e_above_lowest_kj_mol=230.7 largest_force_ev_per_a=6.8 homo_energy_ha="-0.18583 / -0.33188"
C 2.32 -0.31 0.00 0.822
C -0.85 1.14 -0.62 -0.851
C -1.18 -0.99 0.93 -1.070
C 1.76 -0.94 -0.96 -1.197
C -0.60 0.18 0.52 -0.055
N 2.96 0.35 0.79 -0.529
H -1.42 1.99 -0.13 0.283
H 0.07 1.48 -1.10 0.250
H -1.59 0.64 -1.24 0.273
H 2.57 0.82 1.65 0.313
H -1.80 -1.56 0.31 0.394
H -0.77 -1.55 1.75 0.311
H 1.67 -1.96 -0.89 0.313
H 1.72 -0.48 -1.89 0.309
H 0.04 0.41 1.31 0.436